Density functional theory data (ωB97M-V with the def2-TZVPD basis set) for 5 unconnected molecules or ions with the total composition C18H35NO4.

```
58
Properties=species:S:1:pos:R:3:forces:R:3:mulliken_charge:R:1
C 4.4881 1.1635 -1.1938 -2.03 -0.60 -1.74 -0.64
C 4.7206 1.5731 0.1820 0.74 0.62 1.30 -0.59
C 4.1349 0.4187 0.9464 -0.47 0.08 1.62 -0.41
O 3.2455 -0.3332 0.1283 1.54 1.28 -0.22 -0.36
C 3.0728 0.4557 -1.0721 3.66 0.33 -0.94 -0.33
H 5.1310 0.3477 -1.5243 0.30 0.16 0.07 0.26
H 4.5285 1.9706 -1.9252 -0.08 -0.05 -0.06 0.37
H 4.2116 2.5054 0.4266 0.07 0.14 -0.10 0.23
H 5.7759 1.6448 0.4451 0.02 0.41 -0.01 0.36
H 3.5156 0.7598 1.7760 0.31 0.14 0.46 0.11
H 4.9926 -0.1108 1.3615 -0.41 -0.96 -0.11 0.43
H 2.1946 1.1004 -1.0359 0.11 0.27 0.06 0.03
H 2.9690 -0.3336 -1.8167 0.99 1.83 -0.27 0.41
C -0.3719 -0.0269 -1.8216 -0.41 -0.40 0.24 -1.03
C -0.1278 -0.1731 -0.3282 1.08 0.78 0.01 3.57
C 0.9617 -1.2417 -0.2887 -2.58 -1.13 0.91 -0.85
O 1.6630 -1.1482 -1.4628 -1.93 -2.32 -0.99 -0.60
C 0.7502 -0.7552 -2.4806 0.86 -0.47 -0.53 -0.61
H -0.4742 1.0126 -2.1332 0.61 -0.24 -0.08 0.41
H -1.3683 -0.4508 -1.9464 1.15 -0.98 -1.11 0.06
H -0.9397 -0.4165 0.3571 0.72 0.24 -1.66 -2.35
H 0.2502 0.7583 0.0933 -0.30 -0.48 -1.39 -0.19
H 0.4456 -2.1993 -0.3575 -0.19 -0.32 0.38 0.41
H 1.5352 -1.2019 0.6374 0.18 -0.19 -0.65 0.54
H 0.4072 -1.6096 -3.0641 -0.05 -0.32 0.14 0.38
H 1.3272 -0.1490 -3.1788 0.05 0.27 -0.06 0.31
C -2.7864 1.0436 -2.0200 -0.60 0.46 1.99 1.13
C -3.4477 2.1448 -1.1624 -0.42 1.03 -1.03 -0.80
C -4.5384 1.4215 -0.4410 0.46 0.42 0.84 -0.34
O -4.8922 0.3588 -1.2430 -1.00 -1.96 -0.44 -0.46
C -3.8127 -0.0900 -2.0596 -0.52 2.05 -0.53 -0.44
H -1.9415 0.7259 -1.4091 -1.55 1.13 -0.42 -1.41
H -2.5347 1.2411 -3.0620 0.55 0.59 0.38 0.64
H -3.9564 2.9119 -1.7462 0.29 0.12 -0.39 0.30
H -2.8297 2.6591 -0.4264 0.42 -0.16 -0.39 0.32
H -5.3916 2.0830 -0.2907 -0.18 -0.27 0.15 0.36
H -4.1570 1.0927 0.5257 -0.14 -0.22 0.40 0.15
H -4.1899 -0.0293 -3.0805 -0.22 -1.03 -0.04 0.35
H -3.3815 -1.0585 -1.8064 -0.35 -0.22 0.20 0.25
C -1.6106 -2.6012 1.3522 -0.50 -1.39 0.34 -0.63
C -0.2812 -3.0578 2.0024 0.55 0.19 -0.30 -0.38
C 0.0386 -1.9413 2.9427 -0.64 1.12 0.91 -0.63
O -0.5602 -0.7658 2.3918 -0.81 -0.13 -0.45 -0.29
C -1.8410 -1.1873 1.8340 0.35 -0.01 1.27 -0.60
H -2.4215 -3.2419 1.6987 -0.07 -0.02 0.13 0.48
H -1.6686 -2.7063 0.2688 0.49 0.18 -0.06 0.19
H 0.5523 -3.0490 1.3001 -0.37 -0.68 -0.10 0.02
H -0.2924 -3.9745 2.5921 -0.27 -0.24 -0.50 0.45
H 1.0963 -1.7469 3.1205 0.06 0.03 -0.25 0.35
H -0.4196 -2.0958 3.9196 -0.05 -0.19 0.29 0.42
H -2.1634 -0.5428 1.0162 -0.31 0.17 0.71 0.00
H -2.5777 -1.1230 2.6348 -0.13 -0.10 0.03 0.55
C 0.9179 1.4963 1.8224 0.85 -0.56 -0.01 0.06
C -0.4141 2.0921 1.6843 3.90 -1.41 0.95 0.48
N -1.4209 2.5627 1.5293 -3.19 1.39 -0.43 -0.56
H 1.6771 1.9817 1.2090 -0.16 0.73 0.24 0.18
H 0.9064 0.5132 1.3518 0.05 0.31 1.12 -0.37
H 1.3032 1.3223 2.8270 -0.42 0.56 0.14 0.31
```
Forces are in eV/Å.

gap between HOMO and LUMO: 0.357 Ha
structure (SMILES): C1CCOC1.C1CCOC1.C1CCOC1.C1CCOC1.CC#N
maximum force: 0.0826 hartree/bohr
highest occupied orbital energy: -8.99 eV

Density functional theory data (ωB97M-V with the def2-TZVPD basis set) for 9 unconnected molecules or ions with the total composition C18H36Br18.

```
72
Properties=species:S:1:pos:R:3:forces:R:3:mulliken_charge:R:1
Br -8.4668 -8.7543 17.1602 0.36 -0.21 -0.70 -0.17
C -9.7752 -8.0733 18.3815 -1.06 0.70 -0.44 -0.49
C -10.9749 -7.4305 17.5582 1.83 -0.18 0.82 -0.07
Br -12.4092 -6.8409 18.7471 0.25 -0.36 -0.36 -0.15
H -9.2437 -7.2810 18.9086 -0.35 -0.19 0.25 0.34
H -9.9826 -8.9281 19.0252 -0.49 0.42 -0.01 0.39
H -11.3080 -8.0411 16.7189 -0.33 -0.12 0.49 -0.03
H -10.5475 -6.5186 17.1412 -0.25 0.01 -0.07 0.18
Br -17.7071 -10.2611 11.4075 -1.01 1.28 0.71 -0.12
C -18.8528 -8.7983 12.3292 1.05 0.54 -1.44 0.19
C -19.4732 -9.3002 13.5640 0.31 -1.92 0.86 -0.69
Br -18.2396 -9.1939 15.0716 0.02 0.26 0.28 -0.11
H -19.5468 -8.4377 11.5701 -0.09 -0.42 0.01 0.47
H -18.1484 -7.9877 12.5163 0.02 -0.24 -0.08 -0.52
H -19.4824 -10.3869 13.4806 -0.78 0.07 -0.06 0.40
H -20.4560 -8.9476 13.8768 0.29 0.36 -0.27 0.40
Br -11.9883 -3.8077 11.4072 -0.29 0.04 -0.16 -0.15
C -13.8451 -3.4651 11.8998 0.42 0.97 1.44 -0.34
C -13.9251 -2.4708 13.1098 0.19 -0.54 0.07 -0.45
Br -12.9125 -3.1862 14.6923 -0.65 0.29 -0.72 -0.15
H -14.2690 -4.4105 12.2383 0.10 0.05 -0.29 0.05
H -14.3708 -3.0857 11.0236 0.30 -0.03 0.23 0.37
H -14.9511 -2.3394 13.4534 -0.01 -0.45 -0.03 0.19
H -13.5610 -1.4498 12.9958 0.41 -0.36 -0.51 0.42
Br -15.5239 -13.0152 12.5009 -0.70 0.39 0.71 -0.14
C -16.5937 -12.4981 14.0963 -0.16 -0.54 0.87 0.12
C -15.6242 -12.1038 15.2299 -0.17 -0.34 -1.28 -0.33
Br -16.5070 -12.0906 16.9536 -0.03 0.23 -0.16 -0.13
H -17.2194 -13.3401 14.3924 0.51 -0.44 -0.18 0.48
H -17.3505 -11.7425 13.8855 0.67 0.38 -0.45 -0.31
H -15.1966 -11.1387 14.9585 0.02 0.02 0.59 -0.07
H -14.8272 -12.8417 15.3217 -0.11 0.15 -0.04 0.29
Br -7.5998 -3.2709 14.9490 -0.65 -0.78 -0.77 -0.19
C -8.9310 -4.4161 13.9608 -0.03 -0.36 0.08 -0.39
C -8.6844 -5.9143 14.1988 -0.62 0.70 0.02 -0.54
Br -10.4048 -6.8148 13.5721 1.26 0.43 0.69 0.04
H -9.0032 -4.1427 12.9081 0.45 0.17 0.18 0.37
H -9.8914 -4.1824 14.4203 0.20 0.18 0.01 0.13
H -8.5259 -5.9784 15.2753 -0.42 -0.84 -0.06 0.29
H -7.8956 -6.4500 13.6705 -0.10 0.47 -0.09 0.37
Br -12.3863 -10.4738 10.6557 0.28 -0.01 0.47 -0.11
C -14.0818 -10.7521 9.7756 0.05 -0.49 -0.05 -0.19
C -14.3458 -9.5643 8.9257 -0.42 0.65 -0.19 -0.30
Br -15.8444 -10.0515 7.7786 -0.01 0.21 -0.16 -0.17
H -14.8708 -10.8542 10.5207 0.24 -0.22 0.02 -0.28
H -13.9861 -11.6594 9.1792 0.01 0.06 0.22 0.47
H -13.5039 -9.2427 8.3128 -0.20 -0.22 -0.04 0.44
H -14.6846 -8.7351 9.5468 0.04 0.07 -0.18 0.07
Br -11.9989 -12.9843 14.0198 1.60 0.66 -0.59 -0.16
C -10.2081 -12.2422 13.3497 0.40 -0.23 0.78 -0.52
C -9.8848 -10.8945 13.9504 -0.82 1.18 0.50 -0.19
Br -7.9932 -10.3669 13.8197 -0.33 -0.37 -0.38 -0.19
H -10.2024 -12.3027 12.2614 -0.29 0.17 0.22 0.37
H -9.3935 -12.8465 13.7492 -0.54 -0.79 -0.16 0.45
H -10.0558 -10.8510 15.0261 0.02 -0.46 -0.03 0.31
H -10.4630 -10.0452 13.5864 0.20 -0.21 -0.43 -0.05
Br -17.0176 -3.3248 11.4061 -0.48 -0.18 0.22 -0.11
C -17.5460 -4.0610 13.1154 -1.55 -1.20 0.81 -0.69
C -18.8294 -4.9172 12.9882 -0.05 0.95 0.30 -0.72
Br -19.2943 -5.6604 14.7742 0.44 0.05 -0.72 -0.14
H -17.8385 -3.2732 13.8096 0.70 0.20 -0.16 0.52
H -16.8145 -4.7534 13.5318 0.53 0.63 -0.20 0.33
H -18.7341 -5.6953 12.2308 -0.20 -0.04 0.30 0.39
H -19.6879 -4.2600 12.8499 0.13 -0.27 -0.60 0.46
Br -15.7244 -6.9571 12.0470 0.10 -0.49 0.02 -0.23
C -14.9921 -8.4649 13.0695 2.31 0.53 0.41 0.26
C -13.5318 -8.0384 13.4793 -0.62 -0.42 0.87 -0.82
Br -12.8951 -9.3562 14.8286 -0.40 0.22 -0.37 -0.10
H -14.9209 -9.3723 12.4697 -0.37 0.24 -0.17 -0.08
H -15.5824 -8.6385 13.9692 -0.14 0.23 -0.29 0.22
H -13.4769 -7.0998 14.0307 -0.35 -0.01 -0.17 0.48
H -12.7383 -8.0267 12.7321 -0.62 -0.22 -0.38 0.32
```
Forces are in eV/Å.

gap between HOMO and LUMO: 0.368 Ha
structure (SMILES): BrCCBr.BrCCBr.BrCCBr.BrCCBr.BrCCBr.BrCCBr.BrCCBr.BrCCBr.BrCCBr
maximum force: 0.0468 hartree/bohr
highest occupied orbital energy: -9.99 eV

Density functional theory data (ωB97M-V with the def2-TZVPD basis set) for a molecular structure, C18H36Cl2NPTl.

```
59
Properties=species:S:1:pos:R:3:forces:R:3:mulliken_charge:R:1
Tl -1.5127 0.3706 -2.8084 0.00 -0.24 0.21 0.62
Cl 1.2951 0.8210 -3.4185 1.37 0.78 1.29 -0.53
Cl -1.8336 -2.0487 -1.7595 0.02 -0.11 -0.14 -0.71
H 1.2990 2.6514 -0.5753 -0.27 -0.28 -0.16 0.08
H 0.9452 2.1060 -0.9653 0.30 0.34 0.23 -0.10
P 0.1374 -0.0391 -5.5354 -1.89 -0.93 -0.97 -0.01
C 1.7538 -0.6118 -6.3006 -0.02 0.00 0.35 0.43
C -1.1133 -0.8978 -6.6916 0.93 0.57 -0.78 0.45
C 0.1059 1.7220 -6.1961 0.21 -0.34 0.53 0.81
C 2.3597 -1.7838 -5.5191 0.34 0.15 -0.04 -1.40
H 2.4114 0.2576 -6.1464 -0.12 -0.18 -0.01 0.36
C 1.7426 -0.9573 -7.7864 0.44 -0.05 -0.17 -1.52
H 1.1939 -1.8868 -7.9853 0.02 0.27 -0.02 0.22
H 2.7855 -1.1347 -8.0860 -0.11 -0.07 -0.05 0.47
H 1.3714 -0.1553 -8.4277 -0.09 -0.28 0.11 0.24
H 2.3931 -1.5519 -4.4511 -0.08 -0.13 -0.13 0.29
H 3.3927 -1.9435 -5.8735 -0.22 -0.05 0.13 0.46
H 1.8083 -2.7163 -5.6874 0.01 0.18 0.11 0.24
H 1.1071 2.0765 -5.9060 -0.32 0.05 0.02 0.44
C -0.9310 2.5596 -5.4334 0.18 0.35 -0.15 -1.33
C -0.0388 1.8837 -7.6997 -0.09 0.64 -0.21 -1.58
H 0.8977 1.7069 -8.2337 -0.18 -0.14 0.06 0.25
H -0.2940 2.9330 -7.8983 -0.04 -0.05 -0.10 0.50
H -0.8407 1.2736 -8.1239 0.21 0.06 -0.05 0.24
H -0.7734 2.5099 -4.3462 -0.06 -0.01 -0.48 0.16
H -1.9624 2.2666 -5.6775 0.29 0.04 0.16 0.19
H -0.8066 3.6115 -5.7371 -0.12 -0.13 0.09 0.49
C -1.1399 -2.3969 -6.3894 -0.18 0.07 -0.03 -1.56
H -0.7036 -0.7398 -7.6984 -0.49 -0.27 -0.15 0.41
C -2.5070 -0.2710 -6.6111 -0.04 -0.28 -0.12 -1.46
H -0.2160 -2.9088 -6.6969 -0.15 0.23 0.30 0.27
H -1.9444 -2.8662 -6.9736 0.00 -0.01 0.23 0.45
H -1.3215 -2.5613 -5.3138 0.09 -0.12 -0.32 0.25
H -2.8398 -0.1902 -5.5613 0.00 0.05 -0.37 0.11
H -3.2145 -0.9128 -7.1589 0.00 0.05 0.27 0.48
H -2.5703 0.7103 -7.1032 0.13 -0.19 0.37 0.27
C 2.6361 -0.6882 3.5002 -0.06 -0.16 0.01 -0.82
N 2.2892 0.7136 3.8603 0.14 0.29 0.40 -0.02
C 3.4729 1.6084 3.8055 0.06 -0.03 0.10 -0.88
C 1.1163 1.2649 3.0450 -0.09 0.32 -0.15 -0.72
C -0.0912 0.4065 3.2683 -1.33 -0.98 2.38 0.16
C -0.5260 0.1354 4.6083 0.69 0.29 -1.07 -0.37
C -1.4941 -0.8464 4.8211 0.07 0.30 0.50 -0.58
C -2.0641 -1.5358 3.7472 0.31 -0.08 -1.22 -0.34
C -1.6372 -1.2447 2.4104 -1.55 -0.96 2.88 -0.57
C -0.7218 -0.2611 2.2602 2.45 1.34 -3.42 -0.33
H 2.7760 -0.7408 2.4196 -0.15 -0.03 0.10 0.37
H 1.8151 -1.3394 3.8176 0.17 0.19 -0.27 0.27
H 3.5655 -0.9496 4.0123 -0.15 -0.01 -0.03 0.38
H 1.9536 0.7091 4.8322 0.00 -0.16 -0.33 0.34
H 3.8082 1.6927 2.7748 -0.07 -0.01 -0.04 0.37
H 3.1888 2.5905 4.1860 0.03 -0.10 -0.10 0.35
H 4.2801 1.1900 4.4144 -0.18 0.07 -0.08 0.36
H 1.0088 2.3100 3.3873 0.05 -0.30 -0.06 0.35
H 1.4281 1.2497 1.9924 -0.22 -0.08 0.20 0.45
H -0.0773 0.6888 5.4376 -0.22 -0.07 0.41 0.22
H -1.7916 -1.0640 5.8531 -0.04 0.05 -0.40 0.33
H -2.8256 -2.2917 3.9415 0.15 -0.02 0.06 0.33
H -2.0293 -1.8157 1.5686 -0.12 0.19 0.07 0.40
```
Forces are in eV/Å.

gap between HOMO and LUMO: 0.165 Ha
charge: -1
maximum force: 0.0859 hartree/bohr
highest occupied orbital energy: -2.81 eV